Density functional theory data (wB97M-V/def2-TZVPD) for a structure of composition C15H23ClIrN2S.

CARTESIAN COORDINATES (ANGSTROEM)
1 Ir 0.03 0.79 0.41
2 Cl -0.15 -1.27 -1.67
3 S 0.44 0.39 3.92
4 N 1.11 2.04 5.84
5 N 0.57 3.10 3.90
6 C -1.89 -0.14 0.31
7 C -0.43 -2.71 -3.22
8 C 1.60 1.09 -0.94
9 C 1.62 2.26 -0.11
10 C -1.72 2.18 0.32
11 C 0.90 -3.41 -3.42
12 C 0.71 1.92 4.56
13 C -1.82 1.04 -0.55
14 C 1.92 -0.06 -0.09
15 C -1.84 0.30 1.67
16 C -1.76 1.72 1.67
17 C 1.96 1.85 1.22
18 C -0.85 -1.94 -4.46
19 C -1.51 -3.66 -2.75
20 C 2.13 0.44 1.24
21 H 0.84 -4.17 -4.22
22 H 1.41 1.05 -2.01
23 H -1.86 1.04 -1.63
24 H -1.86 -0.35 2.54
25 H 1.42 3.28 -0.44
26 H 1.26 1.20 6.38
27 H -2.45 -3.14 -2.57
28 H -1.73 2.34 2.56
29 H -1.80 -1.41 -4.29
30 H 2.01 -1.09 -0.40
31 H 1.69 -2.71 -3.69
32 H -1.71 -4.44 -3.51
33 H -1.22 -4.17 -1.83
34 H 2.37 -0.18 2.11
35 H 1.20 -3.94 -2.51
36 H -2.00 -1.17 -0.02
37 H 0.61 3.97 4.41
38 H 0.13 3.13 2.99
39 H -0.09 -1.20 -4.74
40 H -1.64 3.22 -0.01
41 H 1.37 2.93 6.25
42 H -1.00 -2.61 -5.32
43 H 2.05 2.50 2.09

Calculated values
- Charge: +2
- Lowest unoccupied orbital energy (spin up / spin down): -5.89 / -10.09 eV
- Kohn-Sham gap (spin up / spin down): 6.349 / 6.011 eV
- HOMO (spin up / spin down): -12.2 / -16.1 eV
- Spin multiplicity: 6
- Energy relative to the best compared isomer or geometry (same formula, charge and spin): 0.0 kcal per mole